88
Properties=species:S:1:pos:R:3:mulliken_charge:R:1 method="wB97M-V/def2-TZVPD" gap_ha=0.2199 charge=+2 e_homo_ev=-11.27
C 11.4596 15.0680 8.5746 -0.397
C 6.3735 19.3384 16.5363 -0.943
C 13.9041 13.6197 13.3214 0.316
H 5.8148 20.2170 14.5832 0.346
H 10.3810 11.3559 16.9460 0.289
H 12.8473 20.7116 16.5421 0.426
H 9.9610 15.9818 7.2682 0.283
C 12.4870 21.2398 17.4420 -0.524
H 12.2725 15.7271 8.2128 0.420
H 6.5104 8.0122 12.6290 0.443
H 8.8124 10.1614 9.4793 0.525
H 10.8012 21.3733 19.7147 0.220
H 10.5205 10.8895 15.3559 0.217
C 6.7974 17.1802 15.5782 -0.301
C 14.3800 11.2272 13.1746 0.539
N 7.2923 18.2472 16.2264 0.263
C 9.2571 19.5196 16.8582 -0.654
C 8.8416 11.6854 10.9926 1.015
C 10.4823 23.0851 18.4752 -0.716
C 7.6149 16.1254 15.1787 0.207
H 8.5991 20.3695 17.0210 0.610
O 7.8458 14.0533 14.0246 -0.231
Cl 16.5101 12.9081 13.1641 -0.170
C 7.4717 9.7077 11.7473 -0.936
C 10.3927 21.5809 18.7072 -0.528
C 12.0976 11.9962 13.2103 -0.264
N 9.9655 11.4342 16.0177 -0.706
H 11.8991 24.5250 18.1155 0.363
Cl 15.5483 9.9635 13.1742 -0.172
N 9.3697 12.8808 11.3537 1.197
C 10.8801 17.3404 16.4355 -0.750
N 11.1079 20.8729 17.6505 0.232
H 7.4271 20.6967 15.1811 0.321
C 7.6018 10.7997 14.2796 -0.177
H 7.6579 11.2948 15.2324 0.581
H 11.0993 13.1846 15.6941 0.345
O 11.5737 14.2411 13.4196 -0.396
C 14.8305 12.5797 13.1947 0.161
Nb 9.5928 13.5199 13.4124 -0.649
H 10.7693 16.6176 9.9615 0.264
N 10.1267 12.8257 15.6016 -0.072
C 9.5346 17.2714 16.0064 0.826
H 6.5818 19.7142 17.5644 0.389
C 6.3904 20.4393 15.4892 -0.993
O 9.8609 15.2743 14.9482 -0.417
H 7.3705 9.3745 10.7051 0.390
C 11.3573 18.4786 16.9902 0.314
C 10.1345 14.8470 10.6409 0.437
C 12.6733 22.7416 17.2410 -0.921
H 12.2487 23.0430 16.2644 0.353
N 10.0812 13.5305 10.4240 -0.831
H 9.5890 14.2709 7.7225 0.252
H 7.8587 11.6075 9.0630 0.267
N 8.1763 11.4634 13.2756 0.414
C 10.4058 14.9751 7.4724 -1.000
F 12.6152 18.4360 17.4808 -0.339
C 12.5366 13.3371 13.2795 0.367
H 5.7268 17.1676 15.4352 0.550
C 10.6078 19.6775 17.1589 -1.058
N 11.9385 23.5165 18.3276 -0.178
H 11.9586 14.1038 8.7733 0.231
H 13.1171 20.8659 18.2837 0.391
C 9.0077 16.1820 15.3077 1.453
C 13.0014 10.9299 13.1678 -0.476
C 6.9934 14.9959 14.4768 -0.276
O 10.7768 11.8966 13.3052 0.382
C 6.9575 8.9890 12.8067 -0.464
H 11.5188 16.4925 16.2899 0.662
S 9.2263 15.6174 11.9276 -0.369
H 9.3598 21.2205 18.7257 0.382
H 10.0234 23.4277 17.5377 0.366
O 5.8059 14.8861 14.2764 -0.658
H 6.7006 8.9554 14.9798 0.394
Cl 12.5071 9.2716 12.9810 -0.189
H 5.9412 21.3801 15.8900 0.346
Cl 14.4297 15.2292 13.4240 -0.193
H 10.9017 14.6381 6.5430 0.359
H 5.3672 18.8823 16.6474 0.488
H 12.4364 23.4055 19.2442 0.422
C 8.1892 10.9304 12.0202 0.128
C 8.7858 11.2604 9.5548 -1.500
C 7.0659 9.5142 14.1039 -1.012
H 9.6336 11.7324 9.0370 0.386
H 9.6367 13.4465 16.2505 0.394
N 10.9158 15.6285 9.8363 -0.139
H 13.7187 23.0418 17.2911 0.422
C 8.6879 18.3832 16.3504 -0.159
H 10.0872 23.6679 19.3143 0.409

---

76
Properties=species:S:1:pos:R:3:mulliken_charge:R:1 method="wB97M-V/def2-TZVPD" spin_multiplicity=2 gap_ha="0.2796 / 0.1837" e_homo_ev="-7.45 / -7.45"
H -3.2270 1.9773 -2.8566 0.444
C -0.4788 -0.9663 4.0824 -1.286
H 3.1315 1.0796 -0.2165 0.577
C 3.5924 2.3098 -3.8050 -0.541
H -1.1955 -0.2708 4.4988 -0.107
H -5.2346 -0.7936 1.3749 0.378
H 4.9499 2.2868 -0.4816 0.263
H -2.7472 -1.5354 3.4569 0.650
C 0.2092 -0.2652 -3.3164 1.227
C 2.0982 0.6605 -4.6613 -0.499
H 0.5146 -0.5308 4.1146 0.541
C 0.9101 -3.0243 2.7364 -0.697
H 2.6756 3.3582 -0.7142 0.368
H -0.1251 1.9771 3.8724 0.476
H 5.0444 4.0468 -0.3737 0.364
H 3.2584 4.3032 -2.0554 0.461
H -3.7713 -2.5462 1.4285 0.736
H -0.3144 -0.0084 -2.3966 -1.191
H 3.6944 1.5340 -5.8052 0.362
C -2.8568 -1.9529 1.3469 -0.861
N -3.1807 -0.5546 0.9605 0.293
Ir -1.3555 0.5293 1.4035 2.148
H 3.7372 1.6772 2.0040 0.512
C 2.2254 -3.5392 0.7822 -1.007
C 3.3676 3.3373 -1.5545 -0.643
H -4.4711 0.2614 -4.1252 0.418
H 2.4845 2.3416 4.3315 0.454
N -2.4805 1.2890 5.7141 -0.566
C 2.6810 1.6301 2.2277 -0.651
C 2.0464 1.1561 -0.0777 -0.980
N 1.2859 1.2047 -1.1041 0.207
C 2.9695 2.2712 -2.5602 0.328
C -4.1953 0.0742 -3.0951 -0.656
H -4.4197 -2.3040 -0.7094 0.397
H -0.4536 -2.3326 -3.3693 0.327
S -0.3772 -0.6909 -0.2470 -0.700
H 3.0164 -4.1024 0.3053 0.445
H -4.6511 0.8921 1.3976 0.405
H 1.0788 -2.0950 -2.5238 0.146
H 0.6885 -3.2175 3.7755 0.385
H 1.0319 -2.0283 -4.2843 0.464
C 3.1896 1.4930 -4.8481 -1.194
Se -2.5756 2.2049 2.8542 -0.054
H -0.5030 -1.8764 4.6849 0.499
C -4.4184 -0.1310 1.6738 -1.400
H 5.5192 3.2198 -1.8589 0.354
C 1.9271 1.3413 -2.3555 0.066
C -3.4686 -0.3909 -0.4719 -0.010
C -3.1169 0.8223 -1.0637 0.916
C 4.8009 3.2156 -1.0375 -1.110
C 1.5184 -2.5938 0.0653 -1.042
H -0.4618 0.0018 -4.1385 0.529
N -0.8405 -1.2544 2.6717 0.742
C 1.6938 1.2721 1.3072 0.480
C 0.4820 -1.7670 -3.3777 -0.795
H -1.9635 -3.0357 2.9583 0.369
H 2.4518 -4.5044 2.6865 0.411
S -2.1633 2.0239 -0.1943 -0.510
C -2.1371 -1.9927 2.6774 -1.127
C 0.5137 -1.8453 0.6863 1.518
H -4.2708 -0.1688 2.7494 0.399
H -5.0303 -1.9075 -3.0590 0.426
H -2.2411 -2.3938 0.5635 0.339
C 1.9116 -3.7594 2.1170 -1.000
C -2.5036 1.6360 4.6115 0.199
C 0.6847 1.8160 3.1810 -0.146
H 1.7254 0.0615 -5.4860 0.437
N 0.4511 1.3862 1.9178 0.462
C -4.1510 -1.3663 -1.1809 -0.561
H 1.7427 -2.4038 -0.9775 0.294
C 1.4460 0.5895 -3.4366 0.354
H 4.3897 3.0285 -3.9649 0.401
C 0.2149 -2.0487 2.0354 -0.586
C 2.0403 1.9856 3.4156 -1.469
C -4.5075 -1.1409 -2.5026 -1.043
C -3.5062 1.0438 -2.3839 -0.541

---

76
Properties=species:S:1:pos:R:3:mulliken_charge:R:1 method="wB97M-V/def2-TZVPD" spin_multiplicity=6 gap_ha="0.1387 / 0.1585" charge=-2 e_homo_ev="0.39 / -0.16"
H 5.6691 5.0179 -0.3922 0.302
H -3.4632 -1.2231 4.6978 0.268
H 6.5787 2.5801 -0.2657 0.211
H -6.3507 -1.6958 4.7760 0.226
C 1.1152 1.6378 -4.0197 -0.419
C 2.3491 -1.2225 -1.4956 -0.251
C 3.3147 1.9533 0.4583 0.469
C 1.3247 -1.5035 4.2814 -0.756
C -5.3803 -2.0274 5.1087 -0.535
C 1.3893 -1.1168 2.9142 -0.086
Si 2.0955 0.5421 0.7281 0.241
O 0.5931 0.8070 0.2129 -0.763
O 1.2601 1.5322 -2.7060 -0.115
C -3.0723 -3.2171 -4.9477 -0.290
H 2.6731 -2.2522 -3.3582 0.409
H -2.6255 1.5189 -1.9365 0.304
O -0.6326 3.3769 -0.5542 -0.538
H -4.4466 -4.0244 5.1593 0.273
H -2.4351 5.9197 -1.2947 0.239
H 1.0088 -2.4984 4.6164 0.336
H -4.7527 -0.3545 3.8144 0.261
H 5.0258 0.7358 0.1340 0.306
C -4.4076 -1.3466 4.1770 -0.442
Mn -0.3465 1.5071 -1.4228 0.804
C 5.5017 2.8547 -0.0443 -0.565
H -1.4976 5.5633 0.1067 0.286
H 0.9998 -1.8087 2.1080 0.383
C -2.5531 -1.7800 -3.0616 -0.650
H 3.3767 5.3924 0.0639 0.419
H -3.6974 -3.6116 -2.9091 0.277
H 2.0969 1.6440 -4.6054 0.232
C 2.8083 -0.9531 -0.1868 0.111
C -3.1299 -2.8892 -3.5398 -0.160
O 0.0858 1.7752 -4.6554 -0.501
C 2.9832 -2.1541 -2.3208 -0.521
H 5.0676 -3.4717 -0.0682 0.336
H -3.0625 3.8477 -2.5683 0.349
H -1.5388 4.0467 -3.3443 0.332
H -5.9357 -3.2011 2.5421 0.234
C -1.4306 -1.4719 -5.2291 -0.449
C 2.5864 0.4932 4.8608 -0.414
C -2.0295 3.5081 -2.5400 -0.612
H 1.4524 -0.6537 -1.7804 0.403
H 4.1281 -1.8489 1.3640 0.309
H -0.8823 -0.4234 -3.4374 -0.089
H -2.3247 -2.8280 -6.8329 0.267
C -1.5611 -1.1763 -3.8784 0.380
C 3.7397 -1.8029 0.3394 -0.127
C -1.4693 4.0740 -1.2252 0.560
C 4.3133 -2.7956 -0.4539 -0.500
H 1.7923 3.5183 0.4126 0.258
C -4.9716 -3.2637 3.1063 -0.445
C -2.2852 -2.4542 -5.8009 -0.452
H -1.9646 1.6685 -3.6960 0.269
H 3.0058 1.1706 5.6485 0.254
N -1.9826 5.2140 -0.7179 -0.471
O -4.2581 -2.0513 2.9756 -0.298
C 4.6339 1.7583 0.1126 -0.164
H -6.1875 -4.0703 4.9110 0.297
C 2.0957 0.0626 2.5530 0.234
H 1.8026 -0.8875 6.3512 0.317
C -5.2559 -3.4857 4.6435 -0.483
H 3.0447 1.9220 3.2983 0.184
H 4.6968 -3.5562 -2.4494 0.245
C 2.6218 0.9006 3.5615 -0.310
Te -2.7970 -0.9376 -1.1468 -0.347
C 3.7245 4.3985 0.1815 -0.735
H -5.3171 -1.7426 6.1463 0.375
C 5.0663 4.1502 -0.0673 -0.252
H -4.3930 -4.0775 2.5765 0.268
H -3.6429 -4.0399 -5.3695 0.318
C 1.9004 -0.6601 5.2694 -0.335
C 2.8649 3.2932 0.3691 -0.227
H -0.6928 -0.8677 -5.8027 0.298
C -1.9852 2.0436 -2.6459 -0.950
C 3.9720 -2.9820 -1.8095 -0.591